The following is a quantum chemistry calculation of a 2-piece molecular cluster, C30H46ClFN4O8S2 overall, from OMol25.

Summary:
Spin multiplicity   1
Maximum force   3.0 eV/A
HOMO   -8.06 eV
LUMO energy   -1.0 eV
Orbital gap   7.1013 eV

Positions of all 92 atoms, in Å:
C: -2.830 0.457 4.181
C: -2.200 1.769 3.637
S: -1.420 1.586 1.984
C: 0.312 1.172 2.390
C: 0.940 -0.024 1.634
C: 0.133 -1.315 2.001
C: 0.859 -2.203 3.064
C: 1.143 -1.507 4.405
O: 2.387 -0.826 4.484
C: -0.194 -2.274 0.810
C: -0.564 -1.478 -0.432
C: -2.012 -0.895 -0.477
C: -3.044 -1.588 0.419
C: -4.476 -1.157 0.020
C: -4.776 0.324 0.342
S: -5.861 1.113 -0.893
C: -7.431 0.422 -0.495
N: -7.716 -0.243 0.562
N: -9.057 -0.573 0.411
C: -9.455 -0.110 -0.694
O: -8.452 0.571 -1.346
N: 0.432 -0.460 -0.899
C: 1.089 -0.747 -2.218
C: 1.789 -2.085 -2.467
O: 2.984 -2.060 -2.680
N: 1.085 -3.356 -2.572
C: 1.607 -4.352 -1.613
C: 1.339 -3.826 -3.966
C: 1.313 0.211 0.141
C: 2.826 -0.155 -0.008
C: 3.229 -1.600 0.336
F: 3.687 -1.710 1.641
C: 1.263 1.715 -0.277
C: 2.433 2.607 0.123
O: 2.559 3.176 1.191
C: 3.491 2.855 -0.931
C: 4.746 3.261 -0.511
C: 5.756 3.559 -1.385
C: 5.505 3.455 -2.751
C: 4.268 3.036 -3.177
C: 3.257 2.737 -2.292
H: -3.911 0.585 4.317
H: -2.680 -0.394 3.510
H: -2.411 0.180 5.156
H: -2.884 2.618 3.661
H: -1.359 2.000 4.303
H: 0.310 0.886 3.452
H: 0.902 2.094 2.345
H: 1.888 -0.163 2.166
H: -0.836 -1.104 2.470
H: 1.719 -2.734 2.643
H: 0.116 -2.988 3.297
H: 0.298 -0.867 4.711
H: 1.182 -2.296 5.170
H: 2.257 0.099 4.249
H: -1.003 -2.919 1.165
H: 0.607 -2.995 0.605
H: -0.623 -2.222 -1.241
H: -2.041 0.183 -0.268
H: -2.379 -0.992 -1.513
H: -2.977 -2.681 0.438
H: -2.891 -1.244 1.454
H: -5.171 -1.776 0.599
H: -4.627 -1.386 -1.043
H: -5.252 0.369 1.328
H: -3.880 0.954 0.362
H: -10.447 -0.191 -1.111
H: -0.204 0.294 -1.182
H: 0.287 -0.669 -2.972
H: 1.783 0.051 -2.490
H: 0.902 -4.473 -0.783
H: 1.615 -5.320 -2.127
H: 2.638 -4.171 -1.284
H: 2.264 -4.415 -4.028
H: 0.491 -4.421 -4.316
H: 1.491 -2.969 -4.632
H: 3.249 0.185 -0.958
H: 3.400 0.390 0.756
H: 2.511 -2.379 0.067
H: 4.121 -1.806 -0.276
H: 1.188 1.806 -1.370
H: 0.332 2.197 0.069
H: 4.894 3.366 0.563
H: 6.709 3.906 -0.995
H: 6.299 3.723 -3.441
H: 4.121 2.987 -4.253
H: 2.283 2.442 -2.668
O: -0.057 5.973 -4.347
Cl: 0.953 5.366 -3.522
O: 0.556 3.993 -3.203
O: 1.104 6.109 -2.296
O: 2.212 5.336 -4.230


The following is a quantum chemistry calculation of an isolated ion of composition C3H7O and charge +1, from OMol25.

Summary:
Spin multiplicity   1
Maximum force   2.5 eV/A
Total charge   +1
HOMO   -17.56 eV
LUMO energy   -6.4 eV
Orbital gap   11.1136 eV

Positions of all 11 atoms, in Å:
C: -0.598 -1.507 -1.244
C: -0.138 0.990 0.934
C: 0.627 -0.103 0.192
O: -0.293 -1.143 -0.113
H: -1.345 -2.296 -1.339
H: -0.158 -1.088 -2.156
H: -0.864 1.463 0.277
H: -0.652 0.582 1.800
H: 0.568 1.741 1.275
H: 1.362 -0.551 0.872
H: 1.117 0.273 -0.712


The following is a quantum chemistry calculation of one molecule with the formula C4H8N2, from OMol25.

Summary:
Spin multiplicity   3
Maximum force   11.4 eV/A
HOMO (spin up / spin down)   -6.15 / -10.12 eV
LUMO energy (spin up / spin down)   1.0 / 0.1 eV
Orbital gap (spin up / spin down)   7.1547 / 10.2541 eV

Positions of all 14 atoms, in Å:
C: 0.268 1.127 0.669
C: 0.022 1.219 -0.807
C: -0.089 -0.137 -0.034
C: 0.959 -1.209 -0.168
N: -2.384 -0.474 -0.521
N: -1.456 -0.604 0.198
H: 1.313 1.114 0.902
H: -0.326 1.681 1.431
H: 0.866 1.112 -1.438
H: 0.478 -1.736 -0.910
H: 0.932 -1.714 0.848
H: 1.940 -0.817 -0.229
H: -1.005 1.585 -1.077
H: -1.519 -1.147 1.136


The following is a quantum chemistry calculation of C13H28Cl12O4 as an isolated structure, from OMol25.

Summary:
Spin multiplicity   1
Maximum force   15.4 eV/A
HOMO   -8.39 eV
LUMO energy   -0.5 eV
Orbital gap   7.8647 eV

Positions of all 57 atoms, in Å:
C: 14.253 4.376 -18.389
Cl: 14.104 2.755 -17.693
Cl: 15.828 4.623 -19.154
Cl: 13.014 4.516 -19.646
Cl: 14.029 5.643 -17.135
C: 18.854 4.636 -18.339
C: 18.562 5.230 -19.704
O: 18.129 4.223 -20.525
O: 17.574 4.318 -17.753
H: 19.403 5.323 -17.695
H: 19.355 3.670 -18.405
H: 19.448 5.665 -20.168
H: 17.718 5.914 -19.797
H: 18.628 4.280 -21.343
H: 17.124 4.314 -18.600
C: 14.831 2.526 -20.411
C: 13.661 1.876 -19.674
O: 13.124 0.793 -20.476
O: 15.872 1.590 -20.497
H: 15.192 3.348 -19.793
H: 14.528 2.969 -21.360
H: 12.762 2.442 -19.433
H: 14.048 1.466 -18.741
H: 13.666 0.001 -20.455
H: 16.101 1.377 -19.589
Cl: 8.831 2.705 -19.683
C: 10.021 3.008 -18.370
C: 11.059 4.063 -18.805
Cl: 12.008 4.575 -17.346
H: 10.534 2.109 -18.028
H: 9.475 3.326 -17.482
H: 10.583 4.985 -19.142
H: 11.772 3.655 -19.521
Cl: 11.383 5.415 -20.566
C: 11.734 6.324 -19.060
C: 11.509 7.883 -19.208
Cl: 12.886 8.700 -19.928
H: 12.723 6.038 -18.703
H: 11.139 5.850 -18.280
H: 11.330 8.286 -18.211
H: 10.576 7.945 -19.767
Cl: 11.103 6.300 -13.690
C: 11.905 5.402 -15.042
C: 12.026 6.299 -16.279
Cl: 10.507 6.651 -17.161
H: 11.351 4.490 -15.261
H: 12.897 5.033 -14.780
H: 12.748 5.942 -17.013
H: 12.499 7.207 -15.905
Cl: 14.507 2.310 -14.100
C: 13.788 2.657 -15.730
C: 12.226 2.888 -15.703
Cl: 11.426 1.373 -15.166
H: 14.113 1.807 -16.330
H: 14.274 3.484 -16.249
H: 11.788 3.254 -16.632
H: 11.943 3.665 -14.992


The following is a quantum chemistry calculation of a 6-piece molecular cluster, C5H23N2O5S overall, from OMol25.

Summary:
Spin multiplicity   1
Maximum force   3.5 eV/A
Total charge   -1
HOMO   -3.78 eV
LUMO energy   3.0 eV
Orbital gap   6.7996 eV

Positions of all 36 atoms, in Å:
C: 2.047 0.225 0.202
N: 1.203 -0.535 -0.745
C: -0.053 0.138 -1.141
C: -0.652 -0.631 -2.323
S: -2.193 -1.549 -1.758
C: 1.192 0.989 1.284
N: 0.528 0.000 2.227
C: 2.253 1.674 2.160
H: 2.636 -0.510 0.782
H: 2.699 0.821 -0.504
H: 1.156 -1.500 -0.484
H: -0.743 0.220 -0.284
H: 0.260 1.157 -1.377
H: 0.144 -1.215 -2.820
H: -1.082 0.134 -2.988
H: 0.541 1.706 0.800
H: 0.111 -0.724 1.628
H: 1.293 -0.450 2.712
H: 2.892 0.979 2.749
H: 1.703 2.403 2.807
H: 2.930 2.327 1.613
H: 0.554 -3.145 1.392
H: 1.553 -3.828 0.469
O: 1.521 -3.282 1.265
H: -2.493 0.942 -2.306
H: -2.473 2.070 -1.304
O: -2.527 1.919 -2.257
H: -1.368 -2.464 0.000
H: -1.774 -3.022 1.423
O: -1.013 -2.784 0.885
H: -0.003 1.679 3.486
H: -1.469 1.624 3.119
O: -0.810 2.247 3.440
H: 1.551 3.592 -1.513
H: 0.356 2.546 -1.867
O: 1.053 3.120 -2.185


The following is a quantum chemistry calculation of a 6-piece molecular cluster, C21H15Cl12F3 overall, from OMol25.

Summary:
Spin multiplicity   1
Maximum force   2.8 eV/A
Structure (SMILES)   ClC(Cl)(Cl)Cl.ClC(Cl)(Cl)Cl.ClC(Cl)(Cl)Cl.Fc1ccccc1.Fc1ccccc1.Fc1ccccc1
HOMO   -9.06 eV
LUMO energy   -0.1 eV
Orbital gap   8.9434 eV

Positions of all 51 atoms, in Å:
Cl: 1.517 2.518 -1.907
C: 2.822 1.513 -2.612
Cl: 3.648 0.700 -1.276
Cl: 2.191 0.454 -3.829
Cl: 3.952 2.619 -3.411
Cl: -3.490 -6.776 1.999
C: -3.208 -5.788 0.637
Cl: -4.232 -6.299 -0.659
Cl: -3.458 -4.090 1.146
Cl: -1.508 -5.843 0.114
Cl: 2.715 -5.968 5.024
C: 2.437 -5.723 3.278
Cl: 0.762 -5.100 2.944
Cl: 3.630 -4.510 2.778
Cl: 2.692 -7.196 2.201
F: 0.570 4.233 1.853
C: 1.908 4.051 1.704
C: 2.504 4.514 0.520
C: 3.788 4.100 0.282
C: 4.406 3.260 1.161
C: 3.683 2.556 2.188
C: 2.424 3.061 2.540
H: 1.910 5.038 -0.214
H: 4.163 4.412 -0.681
H: 5.411 2.923 0.952
H: 4.186 1.827 2.807
H: 1.895 2.685 3.403
F: -2.918 0.172 -4.612
C: -3.395 0.771 -3.525
C: -4.632 0.385 -3.002
C: -5.103 0.992 -1.791
C: -4.365 2.002 -1.192
C: -3.091 2.386 -1.695
C: -2.692 1.828 -2.899
H: -5.195 -0.370 -3.531
H: -6.014 0.545 -1.424
H: -4.613 2.505 -0.269
H: -2.596 3.261 -1.299
H: -1.827 2.255 -3.384
F: 2.217 -0.746 1.964
C: 1.159 -0.816 1.070
C: 0.605 0.391 0.543
C: -0.693 0.363 -0.022
C: -1.334 -0.874 -0.145
C: -0.738 -2.058 0.192
C: 0.496 -2.032 0.929
H: 1.226 1.274 0.541
H: -1.139 1.251 -0.445
H: -2.324 -0.755 -0.558
H: -1.282 -2.990 0.223
H: 0.929 -2.909 1.386


The following is a quantum chemistry calculation of C6H12O as an isolated structure, from OMol25.

Summary:
Spin multiplicity   1
Maximum force   0.5 eV/A
HOMO   -8.57 eV
LUMO energy   1.0 eV
Orbital gap   9.5407 eV

Positions of all 19 atoms, in Å:
C: -2.062 -1.514 0.284
C: -0.669 -1.309 -0.308
C: 0.007 -0.009 0.156
C: 1.454 0.085 -0.352
C: 2.196 1.324 0.146
C: -0.775 1.164 -0.354
O: -1.272 1.976 0.539
H: -2.497 -2.458 -0.059
H: -2.023 -1.533 1.380
H: -2.742 -0.706 -0.008
H: -0.020 -2.149 -0.031
H: -0.724 -1.301 -1.404
H: -0.007 0.050 1.257
H: 1.442 0.071 -1.450
H: 1.984 -0.820 -0.031
H: 3.235 1.325 -0.201
H: 2.201 1.364 1.241
H: 1.723 2.245 -0.215
H: -1.451 2.195 -0.591


The following is a quantum chemistry calculation of a 2-piece molecular cluster, C2H4N2O overall, from OMol25.

Summary:
Spin multiplicity   1
Maximum force   4.3 eV/A
HOMO   -8.46 eV
LUMO energy   0.8 eV
Orbital gap   9.2451 eV

Positions of all 9 atoms, in Å:
C: -2.003 0.001 0.325
C: 1.667 1.116 -0.638
N: 1.982 -1.010 0.404
N: 1.734 -0.026 -0.247
O: -1.353 -0.902 -0.076
H: -2.818 -0.197 0.978
H: 1.302 1.737 -1.381
H: -1.838 1.049 -0.038
H: 1.326 -1.768 0.673


The following is a quantum chemistry calculation of Cl5NP2 as an isolated structure, from OMol25.

Summary:
Spin multiplicity   1
Maximum force   1.8 eV/A
HOMO   -9.55 eV
LUMO energy   -1.1 eV
Orbital gap   8.4225 eV

Positions of all 8 atoms, in Å:
N: -0.029 -1.222 0.484
P: 1.313 -0.570 0.313
P: -1.382 0.567 -0.667
Cl: 2.328 0.300 -1.185
Cl: 2.578 -0.413 1.853
Cl: -2.611 -0.214 0.692
Cl: -0.167 1.730 0.544
Cl: -2.565 2.109 -1.290


The following is a quantum chemistry calculation of a 2-piece molecular cluster, CH2IPS2 overall, from OMol25.

Summary:
Spin multiplicity   1
Maximum force   3.2 eV/A
HOMO   -9.08 eV
LUMO energy   -0.9 eV
Orbital gap   8.2247 eV

Positions of all 7 atoms, in Å:
C: -0.630 -1.383 1.973
P: 0.523 0.149 -0.910
S: -0.987 -0.389 -2.099
S: -1.758 -0.479 2.389
I: -0.089 2.199 0.337
H: 1.748 0.639 -1.555
H: 1.193 -0.736 -0.135


The following is a quantum chemistry calculation of one molecule with the formula C7H12, from OMol25.

Summary:
Spin multiplicity   1
Maximum force   5.1 eV/A
Structure (SMILES)   C=CC(=C)CCC
HOMO   -7.99 eV
LUMO energy   0.0 eV
Orbital gap   8.0091 eV

Positions of all 19 atoms, in Å:
C: 2.731 -0.798 -0.536
C: 1.546 -0.724 0.178
C: 0.268 -0.641 -0.530
C: 0.266 -0.756 -1.899
C: -0.896 -0.619 0.361
C: -1.266 0.464 1.454
C: -1.438 1.837 0.526
H: 2.768 -1.433 -1.429
H: 3.579 -0.202 -0.199
H: 1.607 -1.099 1.168
H: -0.691 -0.605 -2.379
H: 1.143 -0.450 -2.571
H: -0.749 -1.656 0.894
H: -1.921 -0.694 -0.135
H: -2.211 0.364 1.894
H: -0.503 0.520 2.272
H: -0.616 1.760 -0.294
H: -2.383 2.002 0.075
H: -1.234 2.731 1.149


The following is a quantum chemistry calculation of a 2-piece molecular cluster, C7H17NO overall, from OMol25.

Summary:
Spin multiplicity   1
Maximum force   2.6 eV/A
Structure (SMILES)   CC(C)N=O.CC(C)C
HOMO   -8.98 eV
LUMO energy   0.0 eV
Orbital gap   9.0128 eV

Positions of all 26 atoms, in Å:
C: 2.272 -1.895 0.611
C: 1.309 -1.399 -0.478
C: 1.875 -1.560 -1.880
N: 1.014 -0.013 -0.093
O: 1.589 0.867 -0.709
H: 1.848 -1.720 1.599
H: 3.219 -1.363 0.543
H: 2.457 -2.960 0.481
H: 0.359 -1.933 -0.368
H: 1.181 -1.164 -2.621
H: 2.072 -2.600 -2.088
H: 2.819 -1.012 -1.970
C: -1.370 2.609 0.208
C: -1.955 1.281 0.655
C: -1.859 0.201 -0.603
C: -1.266 0.723 1.869
H: -1.456 3.351 1.005
H: -0.317 2.496 -0.033
H: -1.893 2.991 -0.669
H: -3.029 1.387 0.841
H: -2.279 -0.748 -0.276
H: -0.913 0.091 -1.121
H: -2.496 0.644 -1.366
H: -0.268 0.366 1.536
H: -1.102 1.478 2.635
H: -1.811 -0.117 2.293